1.
A 2-piece molecular cluster, CH4NO2 overall. Source: the Open Molecules 2025 dataset; level of theory: wB97M-V/def2-TZVPD.

Properties
Energy relative to the best compared isomer or geometry (same formula, charge and spin): 110.5 kcal per mole
Max |F|: 4.64 eV/A
Lowest unoccupied orbital energy: -8.18 eV

ORCA input file:
```
! RIJCOSX wB97M-V def2-TZVPD def2/J DEFGRID3
* xyz 1 1
C 0.748 0.690 -1.582
N 0.655 1.690 -0.869
O -0.609 0.063 1.098
O 0.493 2.739 -0.352
H 0.116 -0.189 -1.295
H 1.419 0.694 -2.546
H -1.476 -0.275 0.930
H -0.498 0.359 1.976
*
```



2.
An isolated ion of composition CH4NO2S and charge -1. Source: the Open Molecules 2025 dataset; level of theory: wB97M-V/def2-TZVPD.

Properties
Energy relative to the best compared isomer or geometry (same formula, charge and spin): 88.2 kcal per mole
Max |F|: 4.68 eV/A
Lowest unoccupied orbital energy: 4.32 eV

ORCA input file:
```
! RIJCOSX wB97M-V def2-TZVPD def2/J DEFGRID3
* xyz -1 1
C 0.298 0.492 -0.182
S -1.497 0.055 -0.015
N -1.220 -1.835 0.221
O -2.152 0.427 -1.259
O -2.021 0.726 1.155
H 0.664 0.283 0.735
H 0.493 -0.225 -1.050
H 0.425 1.570 -0.366
H -1.598 -1.843 1.178
*
```



3.
An isolated ion of composition CH4NO2S and charge -1. Source: the Open Molecules 2025 dataset; level of theory: wB97M-V/def2-TZVPD.

Properties
Energy relative to the best compared isomer or geometry (same formula, charge and spin): 62.4 kcal per mole
Max |F|: 3.68 eV/A
Lowest unoccupied orbital energy: 4.34 eV

ORCA input file:
```
! RIJCOSX wB97M-V def2-TZVPD def2/J DEFGRID3
* xyz -1 1
C 1.194 -0.283 -0.184
N 0.091 0.005 0.829
O -2.121 -0.969 -0.643
O -1.947 1.475 -0.295
S -1.856 0.119 0.314
H 1.367 0.576 -0.831
H 2.082 -0.508 0.316
H 0.928 -1.285 -0.739
H 0.263 0.870 1.234
*
```



4.
A 2-piece molecular cluster, CH4NO2S overall. Source: the Open Molecules 2025 dataset; level of theory: wB97M-V/def2-TZVPD.

Properties
Energy relative to the best compared isomer or geometry (same formula, charge and spin): 121.2 kcal per mole
Max |F|: 2.49 eV/A
Lowest unoccupied orbital energy (spin up / spin down): 3.91 / 3.91 eV

ORCA input file:
```
! RIJCOSX wB97M-V def2-TZVPD def2/J DEFGRID3
* xyz -1 1
C -0.757 1.604 0.160
N 1.598 -1.158 -0.032
O -1.183 -0.611 -1.276
O -1.217 -0.766 1.217
S -0.676 -0.114 0.043
H -0.962 1.742 1.185
H 0.254 2.118 -0.057
H 1.900 -0.831 -0.953
H 1.044 -1.983 -0.287
*
```



5.
CH4NO2Si as an isolated structure. Source: the Open Molecules 2025 dataset; level of theory: wB97M-V/def2-TZVPD.

Properties
Energy relative to the best compared isomer or geometry (same formula, charge and spin): 90.2 kcal per mole
Max |F|: 6.16 eV/A
Lowest unoccupied orbital energy: 3.68 eV

ORCA input file:
```
! RIJCOSX wB97M-V def2-TZVPD def2/J DEFGRID3
* xyz -1 1
C -0.990 -0.311 0.853
N -0.793 0.584 -0.081
O -1.802 -0.745 1.613
O 0.364 -0.889 0.787
Si 1.046 -0.026 -0.442
H -2.293 1.442 -0.532
H 0.714 -0.725 -1.751
H 2.495 -0.602 -0.510
H 1.258 1.272 0.062
*
```



6.
A 2-piece molecular cluster, CH4NO3 overall. Source: the Open Molecules 2025 dataset; level of theory: wB97M-V/def2-TZVPD.

Properties
Energy relative to the best compared isomer or geometry (same formula, charge and spin): 6.1 kcal per mole
Max |F|: 2.46 eV/A
Lowest unoccupied orbital energy: 4.45 eV

ORCA input file:
```
! RIJCOSX wB97M-V def2-TZVPD def2/J DEFGRID3
* xyz -1 1
N 0.812 -0.455 -1.000
C 0.736 0.434 0.164
O -0.468 0.735 0.413
O 1.843 0.723 0.622
H 1.604 -0.357 -1.615
H 0.002 -0.481 -1.614
H -1.967 -0.256 -0.230
H -1.767 -1.320 0.734
O -2.437 -1.066 0.087
*
```



7.
CH4NO3P as an isolated structure. Source: the Open Molecules 2025 dataset; level of theory: wB97M-V/def2-TZVPD.

Properties
Energy relative to the best compared isomer or geometry (same formula, charge and spin): 26.6 kcal per mole
Max |F|: 4.63 eV/A
Lowest unoccupied orbital energy: 0.47 eV

ORCA input file:
```
! RIJCOSX wB97M-V def2-TZVPD def2/J DEFGRID3
* xyz 0 1
C 0.985 1.206 -0.080
N -0.495 -1.645 0.142
O -2.353 0.238 0.263
O -0.039 0.654 -0.889
O 0.500 0.888 1.255
P -0.935 -0.076 0.177
H 1.956 0.697 -0.237
H 1.252 2.297 -0.298
H 0.225 -1.822 -0.424
H -1.095 -2.436 0.091
*
```



8.
One molecule with the formula CH4NO3P. Source: the Open Molecules 2025 dataset; level of theory: wB97M-V/def2-TZVPD.

Properties
Energy relative to the best compared isomer or geometry (same formula, charge and spin): 5.3 kcal per mole
Max |F|: 5.51 eV/A
Lowest unoccupied orbital energy: 0.71 eV

ORCA input file:
```
! RIJCOSX wB97M-V def2-TZVPD def2/J DEFGRID3
* xyz 0 1
C 1.151 -1.095 0.053
N -0.518 1.595 -0.073
O -2.195 -0.396 0.118
O 0.214 -0.667 1.193
O 0.245 -0.791 -1.004
P -0.825 -0.051 0.055
H 1.974 -0.344 0.053
H 1.348 -2.197 0.357
H -1.498 2.013 0.088
H 0.104 1.932 -0.840
*
```



9.
One molecule with the formula CH4NO3P. Source: the Open Molecules 2025 dataset; level of theory: wB97M-V/def2-TZVPD.

Properties
Energy relative to the best compared isomer or geometry (same formula, charge and spin): 16.9 kcal per mole
Max |F|: 3.35 eV/A
Lowest unoccupied orbital energy: 0.58 eV

ORCA input file:
```
! RIJCOSX wB97M-V def2-TZVPD def2/J DEFGRID3
* xyz 0 1
C 0.913 1.324 -0.079
N -0.219 -1.573 0.248
O -2.286 0.004 0.098
O -0.081 0.567 -1.334
O 0.071 0.880 0.922
P -0.852 -0.086 -0.070
H 1.765 0.689 -0.023
H 0.993 2.417 -0.103
H -0.943 -2.150 0.546
H 0.641 -2.073 -0.205
*
```



10.
One molecule with the formula CH4NO3P. Source: the Open Molecules 2025 dataset; level of theory: wB97M-V/def2-TZVPD.

Properties
Energy relative to the best compared isomer or geometry (same formula, charge and spin): 4.6 kcal per mole
Max |F|: 6.25 eV/A
Lowest unoccupied orbital energy: 0.73 eV

ORCA input file:
```
! RIJCOSX wB97M-V def2-TZVPD def2/J DEFGRID3
* xyz 0 1
C -1.331 0.254 0.877
N 1.868 0.013 -0.444
O -0.154 -0.341 -2.139
O -0.589 1.189 0.039
O -0.751 -0.926 0.422
P 0.102 -0.070 -0.775
H -1.294 0.270 2.004
H -2.326 0.374 0.488
H 2.239 0.015 0.487
H 2.236 -0.778 -0.959
*
```



11.
One molecule with the formula CH4NOP. Source: the Open Molecules 2025 dataset; level of theory: wB97M-V/def2-TZVPD.

Properties
Energy relative to the best compared isomer or geometry (same formula, charge and spin): 26.6 kcal per mole
Max |F|: 2.98 eV/A
Lowest unoccupied orbital energy: 0.77 eV

ORCA input file:
```
! RIJCOSX wB97M-V def2-TZVPD def2/J DEFGRID3
* xyz 0 1
N 1.055 0.917 -0.295
C 0.331 -0.133 0.144
O 0.840 -1.165 0.459
P -1.531 0.025 0.099
H 2.047 0.554 -0.303
H 0.471 1.755 -0.636
H -1.484 -1.160 -0.737
H -1.729 -0.792 1.269
*
```



12.
A 2-piece molecular cluster, CH4NOP overall. Source: the Open Molecules 2025 dataset; level of theory: wB97M-V/def2-TZVPD.

Properties
Energy relative to the best compared isomer or geometry (same formula, charge and spin): 115.3 kcal per mole
Max |F|: 7.15 eV/A
Lowest unoccupied orbital energy: 0.79 eV

ORCA input file:
```
! RIJCOSX wB97M-V def2-TZVPD def2/J DEFGRID3
* xyz 0 1
C 1.018 0.386 0.104
N 2.091 -0.136 0.074
O 3.030 -0.789 -0.085
H 0.167 0.975 0.393
P -2.025 -0.561 -0.254
H -0.705 -0.822 -0.399
H -1.603 0.701 -0.759
H -1.974 0.246 0.925
*
```



13.
One molecule with the formula CH4NOP. Source: the Open Molecules 2025 dataset; level of theory: wB97M-V/def2-TZVPD.

Properties
Energy relative to the best compared isomer or geometry (same formula, charge and spin): 39.3 kcal per mole
Max |F|: 3.64 eV/A
Lowest unoccupied orbital energy: 0.61 eV

ORCA input file:
```
! RIJCOSX wB97M-V def2-TZVPD def2/J DEFGRID3
* xyz 0 1
H -2.753 0.137 -0.382
N -1.840 0.530 -0.189
C -0.807 -0.198 0.114
P 0.830 0.708 -0.002
O 2.049 -0.374 -0.052
H -0.896 -1.292 -0.100
H 0.949 0.825 1.484
H 2.467 -0.337 -0.874
*
```



14.
One molecule with the formula CH4NOPS. Source: the Open Molecules 2025 dataset; level of theory: wB97M-V/def2-TZVPD.

Properties
Energy relative to the best compared isomer or geometry (same formula, charge and spin): 61.3 kcal per mole
⟨S²⟩: 2.005
Max |F|: 4.44 eV/A
Lowest unoccupied orbital energy (spin up / spin down): 0.70 / -1.98 eV

ORCA input file:
```
! RIJCOSX wB97M-V def2-TZVPD def2/J DEFGRID3
* xyz 0 3
C 0.024 0.923 0.097
N -0.969 -1.428 0.100
O -1.306 1.063 0.552
P 0.675 -0.772 0.300
S -2.166 -0.181 -0.151
H 0.079 1.046 -1.044
H 0.687 1.722 0.355
H -1.052 -2.106 0.914
H 0.980 -1.014 -1.004
*
```



15.
CH4NOPS2 as an isolated structure. Source: the Open Molecules 2025 dataset; level of theory: wB97M-V/def2-TZVPD.

Properties
Energy relative to the best compared isomer or geometry (same formula, charge and spin): 10.5 kcal per mole
Max |F|: 1.40 eV/A
Lowest unoccupied orbital energy: -0.41 eV

ORCA input file:
```
! RIJCOSX wB97M-V def2-TZVPD def2/J DEFGRID3
* xyz 0 1
C -2.874 -0.369 -0.518
N 2.272 0.362 0.024
O -2.414 -0.816 -1.481
P 2.075 1.916 -0.526
S 0.711 2.670 0.623
S -3.495 0.242 0.748
H -0.589 -2.234 0.407
H 2.920 -0.287 -0.387
H 1.738 0.016 0.807
H -0.342 -1.500 0.303
*
```



16.
A 2-piece molecular cluster, CH4NS overall. Source: the Open Molecules 2025 dataset; level of theory: wB97M-V/def2-TZVPD.

Properties
Energy relative to the best compared isomer or geometry (same formula, charge and spin): 14.5 kcal per mole
⟨S²⟩: 0.754
Max |F|: 2.07 eV/A
Lowest unoccupied orbital energy (spin up / spin down): 7.34 / 7.25 eV

ORCA input file:
```
! RIJCOSX wB97M-V def2-TZVPD def2/J DEFGRID3
* xyz -2 2
S -1.060 1.241 -0.556
H -1.333 -0.013 -0.246
C 1.508 -0.924 0.980
N 0.822 -1.685 0.138
H 2.610 -0.982 1.047
H 0.972 -0.127 1.499
H 0.060 -1.236 -0.367
*
```



17.
One molecule with the formula CH4O. Source: the Open Molecules 2025 dataset; level of theory: wB97M-V/def2-TZVPD.

Properties
Energy relative to the best compared isomer or geometry (same formula, charge and spin): 1.0 kcal per mole
Max |F|: 1.54 eV/A
Lowest unoccupied orbital energy: 1.06 eV

ORCA input file:
```
! RIJCOSX wB97M-V def2-TZVPD def2/J DEFGRID3
* xyz 0 1
C -0.467 0.174 -0.416
O 0.564 -0.223 0.488
H -0.064 0.760 -1.238
H -0.815 -0.756 -0.858
H -1.243 0.757 0.073
H 0.986 0.543 0.816
*
```



18.
One molecule with the formula CH4O. Source: the Open Molecules 2025 dataset; level of theory: wB97M-V/def2-TZVPD.

Properties
Energy relative to the best compared isomer or geometry (same formula, charge and spin): 32.2 kcal per mole
Max |F|: 5.32 eV/A
Lowest unoccupied orbital energy: 0.82 eV

ORCA input file:
```
! RIJCOSX wB97M-V def2-TZVPD def2/J DEFGRID3
* xyz 0 1
C -0.025 -0.254 -0.232
O -0.061 1.090 0.075
H 0.302 -0.489 -1.388
H -1.125 -0.691 0.166
H 0.693 -0.795 0.218
H 0.217 1.140 1.161
*
```



19.
One molecule with the formula CH4O2S3. Source: the Open Molecules 2025 dataset; level of theory: wB97M-V/def2-TZVPD.

Properties
Energy relative to the best compared isomer or geometry (same formula, charge and spin): 20.5 kcal per mole
Max |F|: 4.17 eV/A
Lowest unoccupied orbital energy: 0.10 eV

ORCA input file:
```
! RIJCOSX wB97M-V def2-TZVPD def2/J DEFGRID3
* xyz 0 1
C 0.384 -0.795 0.091
S -0.642 -0.299 -1.309
O -1.965 -0.420 -0.765
S -0.173 -0.941 -3.029
O -0.182 1.230 -1.502
S -0.336 2.453 -0.401
H -0.385 -1.115 0.725
H 1.072 -1.507 -0.146
H 0.827 0.203 0.459
H 0.920 2.476 0.142
*
```



20.
A 2-piece molecular cluster, CH4O3 overall. Source: the Open Molecules 2025 dataset; level of theory: wB97M-V/def2-TZVPD.

Properties
Energy relative to the best compared isomer or geometry (same formula, charge and spin): 6.7 kcal per mole
Max |F|: 0.80 eV/A
Lowest unoccupied orbital energy: 0.82 eV

ORCA input file:
```
! RIJCOSX wB97M-V def2-TZVPD def2/J DEFGRID3
* xyz 0 1
O -0.529 0.708 -0.307
C -1.525 0.388 0.281
O -1.720 -0.818 0.806
H -2.348 1.083 0.433
H -0.855 -1.255 0.820
O 2.226 -0.380 -0.607
H 1.707 0.252 -1.110
H 3.044 0.022 -0.316
*
```